Record 1
Density functional theory data (the ωB97M-V functional and the def2-TZVPD basis) for a molecular structure, C11H23INNiO2P2 at a distorted geometry.

Calculated values
Electronic energy = -3126.6144 a.u.
Molar mass = 448.86 g/mol
E_HOMO (spin up / spin down) = -10.093 / -11.751 eV
LUMO level (spin up / spin down) = -0.11128 / -0.18571 Ha

```
! wB97M-V def2-TZVPD RIJCOSX def2/J DEFGRID3
* xyz 1 3
Ni 0.77 0.21 0.55
P -0.23 2.29 0.93
C -0.90 2.36 -0.75
C -0.54 1.34 -1.67
N 0.36 0.39 -1.21
C 1.02 -0.44 -2.05
C 0.76 -0.32 -3.41
C -0.22 0.51 -3.91
C -0.95 1.30 -3.04
C 1.96 -1.47 -1.47
P 1.52 -1.82 0.32
H -1.87 1.77 -3.38
H 1.40 -0.91 -4.04
H -0.35 0.57 -5.00
H 1.98 -2.43 -2.02
H 3.00 -1.07 -1.47
H -4.42 0.56 0.31
H -1.85 2.86 -0.95
H -2.33 -2.04 1.98
O -4.59 -0.34 0.69
H -4.97 -0.97 0.01
H 0.46 -0.19 1.82
O -1.77 -2.18 2.74
H -2.09 -1.46 3.32
C 0.37 -3.20 0.17
H 0.80 -4.01 -0.41
H 0.16 -3.59 1.17
H -0.55 -2.87 -0.33
C 3.03 -2.51 1.02
H 2.90 -2.62 2.10
H 3.23 -3.50 0.60
H 3.90 -1.86 0.84
C 1.01 3.56 0.80
H 0.42 4.46 0.62
H 1.66 3.75 1.64
H 1.59 3.37 -0.10
C -1.32 2.56 2.34
H -0.77 2.53 3.29
H -1.75 3.56 2.21
H -2.12 1.81 2.38
I 1.28 0.02 3.35
*
```

Here are the Löwdin charges for atoms 1 to 5, given in e: number 1, Ni, carries -0.0998; number 2, P, carries 0.8125; number 3, C, carries -0.1298; number 4, C, carries -0.2914; number 5, N, carries -0.0108

***

Record 2
Density functional theory data (the ωB97M-V functional and the def2-TZVPD basis) for 2 unconnected molecules or ions with the total composition C12H11F.

Calculated values
Electronic energy = -563.7247 a.u.
Molar mass = 174.22 g/mol
E_HOMO = -9.215 eV
LUMO level = 0.03557 Ha
SMILES string = Fc1ccccc1.c1ccccc1

```
! wB97M-V def2-TZVPD RIJCOSX def2/J DEFGRID3
* xyz 0 1
F 0.23 0.60 -3.12
C -2.81 -0.64 -0.64
C -2.29 0.65 -0.51
C -2.30 -1.50 -1.61
C -1.26 1.08 -1.35
C -1.27 -1.09 -2.45
C -0.77 0.20 -2.30
H -3.62 -0.97 0.02
H -2.69 1.33 0.25
H -2.71 -2.52 -1.72
H -0.83 2.08 -1.27
H -0.85 -1.75 -3.23
C 0.81 -0.21 2.42
C 1.26 -1.09 1.43
C 1.32 1.09 2.49
C 2.21 -0.66 0.50
C 2.27 1.51 1.56
C 2.72 0.64 0.57
H 0.06 -0.55 3.15
H 0.86 -2.11 1.38
H 0.96 1.77 3.27
H 2.56 -1.35 -0.28
H 2.67 2.53 1.61
H 3.47 0.97 -0.16
*
```

Here are the Löwdin charges for atoms 1 to 5, given in e: number 1, F, carries 0.0475; number 2, C, carries -0.1043; number 3, C, carries -0.0887; number 4, C, carries -0.0914; number 5, C, carries -0.0199

***

Record 3
Density functional theory data (the ωB97M-V functional and the def2-TZVPD basis) for a molecular structure, C14H37O22Zn2 at a distorted geometry.

Calculated values
Electronic energy = -5769.7204 a.u.
Molar mass = 688.21 g/mol
E_HOMO = -0.069 eV
LUMO level = 0.13273 Ha
Energy relative to the best compared isomer or geometry (same formula, charge and spin) = 156.8 kJ/mol

```
! wB97M-V def2-TZVPD RIJCOSX def2/J DEFGRID3
* xyz -3 1
Zn 3.23 -0.31 0.37
Zn -1.19 0.73 3.62
C -0.71 -0.54 -0.69
C 0.04 0.21 0.46
O 1.28 0.28 0.39
O -0.62 0.46 1.50
H -1.09 0.04 -1.53
H -1.60 -1.07 -0.35
H -0.19 -1.46 -0.95
C -2.96 4.48 3.12
C -1.56 3.94 2.83
O -1.30 2.77 3.16
O -0.78 4.75 2.33
H -3.00 5.50 3.52
H -3.55 3.86 3.81
H -3.46 4.41 2.16
C -2.14 0.59 -4.04
C -1.69 2.01 -3.75
O -1.76 2.93 -4.58
O -1.51 2.39 -2.57
H -2.92 0.32 -3.33
H -1.27 -0.06 -3.90
H -2.66 0.49 -5.00
C 1.18 -3.60 0.81
C 1.93 -2.76 1.86
O 1.63 -2.77 3.08
O 2.94 -2.09 1.50
H 1.01 -4.61 1.19
H 1.78 -3.75 -0.09
H 0.22 -3.19 0.53
C 1.63 -2.21 -3.18
C 2.95 -1.72 -2.61
O 4.01 -1.76 -3.27
O 3.00 -1.31 -1.43
H 1.39 -3.18 -2.76
H 1.69 -2.31 -4.26
H 0.81 -1.52 -2.95
C -1.36 -4.63 -2.02
C -2.03 -4.10 -3.33
O -2.61 -2.98 -3.43
O -2.24 -4.75 -4.41
H -2.04 -5.28 -1.47
H -1.04 -3.83 -1.35
H -0.50 -5.21 -2.33
C 4.38 2.68 3.52
C 4.18 1.19 3.17
O 3.51 0.82 2.19
O 4.63 0.28 3.91
H 3.49 3.16 3.11
H 5.09 3.14 2.83
H 4.49 3.00 4.55
O 0.85 0.93 3.94
H 1.35 1.73 4.11
H 1.43 0.40 3.39
O 3.75 1.32 -0.63
H 3.25 1.91 -1.19
H 4.59 1.76 -0.52
O -4.27 -0.03 0.49
H -3.99 -0.81 0.01
H -3.54 0.58 0.41
O -4.08 -2.33 -0.78
H -3.64 -3.08 -0.37
H -4.02 -2.50 -1.72
O 1.43 3.11 0.07
H 0.57 3.54 0.01
H 1.22 2.18 0.20
O -0.86 -1.29 3.89
H -0.21 -1.93 3.63
H -1.70 -1.73 3.78
O -2.94 2.42 0.03
H -2.91 2.57 -0.92
H -2.05 2.18 0.26
O 1.41 1.84 -2.72
H 0.77 1.19 -2.41
H 0.88 2.61 -2.91
*
```

Here are the Löwdin charges for atoms 1 to 5, given in e: number 1, Zn, carries 0.7794; number 2, Zn, carries 0.9849; number 3, C, carries 0.0395; number 4, C, carries -0.6114; number 5, O, carries -0.0416

***

Record 4
Density functional theory data (the ωB97M-V functional and the def2-TZVPD basis) for a molecular structure, C2H3CoO3 at a distorted geometry.

Calculated values
Electronic energy = -1686.2677 a.u.
Molar mass = 133.98 g/mol
E_HOMO (spin up / spin down) = -6.374 / -10.035 eV
LUMO level (spin up / spin down) = -0.02130 / -0.02484 Ha
Energy relative to the best compared isomer or geometry (same formula, charge and spin) = 0.0 kJ/mol

```
! wB97M-V def2-TZVPD RIJCOSX def2/J DEFGRID3
* xyz 0 5
H -1.31 -1.41 -0.58
O 1.08 0.81 0.22
O 0.60 1.57 -0.92
C 0.65 -0.50 0.12
H 1.11 -1.11 0.91
Co -0.69 2.12 0.38
O -1.45 0.21 0.66
C -0.83 -0.70 0.11
H 0.83 -0.99 -0.90
*
```

Here are the Löwdin charges for atoms 1 to 5, given in e: number 1, H, carries 0.1460; number 2, O, carries -0.2722; number 3, O, carries -0.3511; number 4, C, carries -0.2320; number 5, H, carries 0.1495

***

Record 5
Density functional theory data (the ωB97M-V functional and the def2-TZVPD basis) for 2 unconnected molecules or ions with the total composition C15H27N3O2 at a distorted geometry.

Calculated values
Electronic energy = -901.9150 a.u.
Molar mass = 281.40 g/mol
E_HOMO = -5.349 eV
LUMO level = -0.01925 Ha
Energy relative to the best compared isomer or geometry (same formula, charge and spin) = 1694.5 kJ/mol

```
! wB97M-V def2-TZVPD RIJCOSX def2/J DEFGRID3
* xyz 0 1
O 0.67 -0.81 3.34
C 0.40 0.65 3.11
C 1.62 1.76 3.03
C 1.26 3.35 2.75
C -0.26 3.93 2.52
C -1.50 2.82 2.64
C -1.15 1.25 2.92
C -2.35 0.10 3.00
N -2.19 -0.89 1.83
C -2.76 -0.26 0.57
C -2.80 -1.29 -0.73
C -2.02 -0.61 -1.99
C -0.58 -1.29 -2.39
C 0.55 -0.18 -2.93
N 1.13 0.67 -1.83
C 0.92 0.10 -0.44
C 0.90 -1.53 -0.36
N 0.00 -2.23 -1.35
H 1.63 -0.96 3.14
H 2.73 1.39 3.16
H 2.17 4.10 2.71
H -0.49 5.07 2.30
H -2.62 3.17 2.52
H -2.21 -0.42 4.05
H -3.40 0.63 2.99
H -2.91 -1.64 2.08
H -2.21 0.76 0.32
H -3.88 0.04 0.83
H -3.95 -1.35 -1.04
H -2.48 -2.39 -0.47
H -1.83 0.54 -1.83
H -2.75 -0.68 -2.94
H -0.80 -1.97 -3.35
H 1.44 -0.85 -3.35
H 0.15 0.44 -3.85
H 2.16 0.87 -1.98
H 0.66 1.62 -1.85
H -0.06 0.59 -0.01
H 1.82 0.47 0.23
H 0.47 -1.81 0.73
H 1.98 -2.03 -0.39
H 0.64 -2.87 -1.90
C 4.36 -1.65 -3.19
O 3.53 -1.67 -4.23
H 3.99 -2.07 -2.24
H 5.32 -2.18 -3.30
H 4.71 -0.66 -2.85
*
```

Here are the Löwdin charges for atoms 1 to 5, given in e: number 1, O, carries -0.0720; number 2, C, carries -0.1235; number 3, C, carries -0.0326; number 4, C, carries -0.0823; number 5, C, carries -0.0783

***

Record 6
Density functional theory data (the ωB97M-V functional and the def2-TZVPD basis) for 5 unconnected molecules or ions with the total composition C4H18O6 at a distorted geometry.

Calculated values
Electronic energy = -614.5800 a.u.
Molar mass = 162.18 g/mol
E_HOMO = -9.856 eV
LUMO level = 0.01767 Ha
SMILES string = OCCO.CO.CO.O.O
Energy relative to the best compared isomer or geometry (same formula, charge and spin) = 147.1 kJ/mol

```
! wB97M-V def2-TZVPD RIJCOSX def2/J DEFGRID3
* xyz 0 1
O 0.80 -1.78 -3.04
H 0.37 -1.00 -2.67
H 0.06 -2.39 -3.03
O -0.48 0.35 -1.68
H 0.26 0.64 -1.09
H -1.15 -0.03 -1.14
C 3.05 -0.63 -0.13
C 1.91 -0.44 0.89
O 1.27 0.82 0.69
O 3.94 0.46 0.12
H 2.59 -0.63 -1.11
H 3.60 -1.57 0.01
H 2.13 -0.46 1.91
H 1.13 -1.13 0.60
H 2.00 1.45 0.58
H 4.60 0.53 -0.57
C -2.85 -2.18 0.31
O -2.76 -0.77 -0.01
H -2.24 -2.71 -0.45
H -2.25 -2.41 1.19
H -3.86 -2.60 0.45
H -3.24 -0.37 0.74
C -1.80 3.02 1.20
O -0.48 2.68 1.68
H -1.95 4.11 1.14
H -2.02 2.55 0.23
H -2.48 2.59 1.95
H -0.13 1.90 1.24
*
```

Here are the Löwdin charges for atoms 1 to 5, given in e: number 1, O, carries -0.0749; number 2, H, carries -0.0262; number 3, H, carries 0.0252; number 4, O, carries -0.0513; number 5, H, carries 0.0462

***

Record 7
Density functional theory data (the ωB97M-V functional and the def2-TZVPD basis) for 2 unconnected molecules or ions with the total composition C5H6N at a distorted geometry.

Calculated values
Electronic energy = -248.2896 a.u.
Molar mass = 80.11 g/mol
E_HOMO (spin up / spin down) = -14.036 / -13.935 eV
LUMO level (spin up / spin down) = -0.25363 / -0.25215 Ha
Energy relative to the best compared isomer or geometry (same formula, charge and spin) = 856.3 kJ/mol

```
! wB97M-V def2-TZVPD RIJCOSX def2/J DEFGRID3
* xyz 1 1
C 0.63 -0.51 -1.46
C 0.00 0.27 -0.70
C -0.83 1.00 3.33
C -0.64 1.11 2.08
C 0.85 -1.53 -2.40
N -0.57 1.20 -0.11
H -0.11 1.17 4.04
H -1.73 0.62 3.78
H 0.49 -1.09 -3.42
H 1.91 -1.86 -2.73
H 0.34 -2.56 -2.26
H -0.34 2.19 -0.15
*
```

Here are the Löwdin charges for atoms 1 to 5, given in e: number 1, C, carries 0.0641; number 2, C, carries -0.1221; number 3, C, carries 0.0089; number 4, C, carries 0.2668; number 5, C, carries -0.0887

***

Record 8
Density functional theory data (the ωB97M-V functional and the def2-TZVPD basis) for C5H7N in the gas phase at a distorted geometry.

Calculated values
Electronic energy = -249.3297 a.u.
Molar mass = 81.12 g/mol
E_HOMO = -8.962 eV
LUMO level = 0.03491 Ha
SMILES string = CC#C[C@H]1CN1
Energy relative to the best compared isomer or geometry (same formula, charge and spin) = 376.9 kJ/mol

```
! wB97M-V def2-TZVPD RIJCOSX def2/J DEFGRID3
* xyz 0 1
C 1.76 1.75 -1.29
C 0.94 0.86 -0.51
C 0.12 0.25 0.10
C -1.12 -0.34 0.51
C -1.16 -1.82 0.68
N -1.24 -0.94 1.84
H 0.83 1.60 -1.96
H 2.54 1.35 -1.93
H 2.00 2.72 -0.80
H -2.02 0.16 0.17
H -0.24 -2.37 0.49
H -2.07 -2.34 0.42
H -0.33 -0.88 2.29
*
```

Here are the Löwdin charges for atoms 1 to 5, given in e: number 1, C, carries -0.0858; number 2, C, carries -0.1450; number 3, C, carries -0.0124; number 4, C, carries -0.3423; number 5, C, carries -0.1530